Here is 7 unconnected molecules or ions with the total composition C50H111N6O8 from the Open Molecules 2025 dataset. Energies are from the ωB97M-V functional and the def2-TZVPD basis.

Computed properties:
Energy: -78921.24567 eV
Total charge: +4
Spin multiplicity: 2
<S²>: 0.7554
Maximum force: 9.68 eV Å⁻¹

Element x y z (Å)
O (2.5284, 0.0009, 0.0858)
O (0.1751, 0.1496, -1.2248)
O (-0.0896, -1.6839, -0.1451)
O (-1.7244, 1.4984, 4.0902)
O (3.3242, 6.5799, -0.1861)
O (-0.8377, -2.3356, 4.5453)
O (2.8673, -3.5879, -5.3355)
O (-3.4952, 0.2444, -7.1701)
N (2.3515, 5.5789, -0.3267)
N (-2.4526, 0.7550, -6.3162)
N (-2.0913, -4.8023, 1.9088)
N (3.2294, -3.5260, -3.9747)
N (-4.3741, 2.3866, 5.5157)
N (4.5716, 0.2359, 2.5983)
C (-3.3339, 2.6975, 6.6314)
C (0.3765, -2.9139, 4.9307)
C (3.9497, 3.9630, -1.3201)
C (1.2591, 6.8131, 1.5261)
C (2.2717, -0.1746, 1.4513)
C (-1.7952, -0.1435, -5.2515)
C (-1.7042, -5.0080, 0.4346)
C (2.6713, -5.9597, -3.7358)
C (1.8768, 4.6578, -2.6071)
C (-0.0084, 6.6484, -0.5887)
C (-0.5668, 2.5228, -5.9336)
C (4.6139, -1.3890, 2.5779)
C (-1.9565, -0.2090, -0.1779)
C (3.8182, -2.1663, -3.5196)
C (2.6792, -1.1498, -3.3604)
C (0.3492, 1.5340, -5.1859)
C (-2.4131, 3.2119, -7.4354)
C (5.5103, 0.7344, 1.4791)
C (-3.6775, -4.8507, 1.9769)
C (4.5717, -2.4005, -2.1694)
C (3.0962, 0.5985, 2.4211)
C (2.5077, 4.3740, -1.2310)
C (2.5402, -4.6051, -3.0337)
C (-1.7777, -3.1551, 3.8762)
C (3.7248, -3.2504, -1.2152)
C (1.7318, 3.1663, -0.6228)
C (-0.7238, 0.6097, 3.4868)
C (-2.8261, -0.6129, -4.2408)
C (-3.7750, 2.6700, 4.0902)
C (3.4510, -4.6111, -1.7929)
C (-1.2797, -1.3706, -6.0411)
C (-2.8947, 1.5535, 3.4366)
C (0.2545, 3.4862, -0.0929)
C (-4.3218, -3.6058, 1.3075)
C (-0.5962, -0.6526, -0.6448)
C (-1.6767, -6.0907, 2.6643)
C (-0.2121, -6.3135, 2.7954)
C (1.0632, -4.2979, -2.7134)
C (-0.6808, 0.5886, -4.4528)
C (-1.4658, -3.4884, 2.4660)
C (-6.1166, 3.3830, 7.2185)
C (0.3335, 4.6121, 0.9605)
C (5.1394, 0.8806, 3.9380)
C (0.9539, 5.9248, 0.3581)
C (-0.7838, 1.2555, -8.0988)
C (4.9152, -1.6692, -4.5317)
C (-5.9010, 0.4309, 4.6782)
C (-5.4886, 3.4511, 5.8168)
C (-1.5660, 1.9340, -6.9782)
C (-4.8092, 0.9611, 5.7082)
H (0.6448, -4.1157, -3.7032)
H (-1.3420, 0.6780, -8.8357)
H (0.1267, 0.4475, 4.1490)
H (-0.8838, 6.9381, -0.0074)
H (-3.3021, 3.6509, 4.1383)
H (0.8977, 0.7875, -5.7603)
H (-5.8375, -0.6548, 4.6056)
H (-0.6263, -4.9191, 0.2986)
H (4.7931, -1.4317, -1.7215)
H (1.6308, 2.4448, -1.4335)
H (-1.8049, -4.0847, 4.4447)
H (-1.9374, -5.9707, -0.0203)
H (-1.7931, 4.0864, -7.6330)
H (2.8828, -2.7631, -0.7236)
H (5.2585, 1.9586, 3.8291)
H (-5.4060, -3.7183, 1.3166)
H (4.0648, 3.0673, -1.9305)
H (1.9266, 3.7184, -3.1577)
H (2.0690, -1.2100, 1.7249)
H (-0.0354, -7.2504, 3.3238)
H (0.2384, -5.5642, 3.4464)
H (-3.1750, 0.1665, -3.5634)
H (0.2030, -6.2698, 1.7885)
H (-2.3776, 0.7219, -0.5576)
H (5.6607, -1.5455, 2.8383)
H (4.4971, 4.7405, -1.8531)
H (-1.9546, -1.8611, -6.7426)
H (-1.1393, -0.3607, 3.2150)
H (3.0737, -0.3098, -2.7887)
H (-2.0985, -6.0988, 3.6693)
H (-3.7790, -0.9279, -4.6661)
H (-2.0450, -6.9705, 2.1367)
H (2.2587, -0.8031, -4.3045)
H (-2.0122, -4.1572, -0.1731)
H (4.2603, 3.9095, -0.2767)
H (6.1834, 0.5926, 4.0618)
H (5.1916, 0.1558, 0.6121)
H (3.0421, -5.1547, -0.9412)
H (-5.1406, 0.9543, 6.7466)
H (-0.6387, 4.9225, 1.3434)
H (0.3156, -3.7895, 5.5769)
H (-2.7867, 1.8671, 2.3983)
H (5.7368, -2.3245, -4.8211)
H (4.5547, -1.2992, -5.4915)
H (6.5611, 0.5901, 1.7307)
H (0.1219, 3.1198, -6.5315)
H (-0.9952, 3.3282, -5.3369)
H (0.8167, -2.1629, 5.5867)
H (4.3379, -1.8343, 1.6220)
H (-3.0910, 3.7582, 6.6950)
H (-2.7808, -2.7371, 3.9619)
H (0.9244, 4.2366, 1.7959)
H (-5.1968, 4.4625, 5.5339)
H (4.3796, -5.0797, -2.1186)
H (-0.1005, 0.4660, -7.7860)
H (-3.9331, -2.6134, 1.5357)
H (0.3162, 7.0147, 2.0346)
H (1.0882, -3.3834, -2.1209)
H (2.3714, 5.3596, -3.2787)
H (-5.6995, 0.8244, 3.6819)
H (-1.0852, 1.2214, -3.6628)
H (-4.0900, -5.7601, 1.5400)
H (-2.5002, -1.3916, -3.5513)
H (1.7156, 7.7499, 1.2067)
H (-0.2007, 2.6303, 0.4054)
H (-5.2895, 3.6574, 7.8733)
H (-3.6882, 2.3755, 7.6106)
H (-1.8500, -0.1195, 0.9032)
H (-3.0710, 2.8908, -8.2430)
H (-2.7174, -0.9551, -0.4070)
H (1.3473, 0.3922, 1.5623)
H (1.6883, 0.1006, -0.3679)
H (-3.0729, 3.4502, -6.6012)
H (-3.8555, 0.4430, 5.8084)
H (2.7842, 0.5089, 3.4616)
H (-0.2112, 1.9788, -8.6794)
H (1.9016, 6.2426, 2.1968)
H (4.5628, 0.6082, 4.8221)
H (2.9061, 1.6661, 2.3108)
H (-4.6742, 2.8922, 3.5156)
H (-0.4171, -3.7219, 2.2823)
H (-6.6303, 2.4337, 7.3699)
H (-6.9196, 0.8014, 4.7935)
H (-0.2953, 1.1380, 2.6351)
H (3.9826, -1.7736, 3.3789)
H (-0.3870, -1.1275, -6.6174)
H (-0.1056, -0.1569, -3.9037)
H (-6.2135, 3.2217, 5.0358)
H (3.5815, -6.0347, -4.3308)
H (0.8419, 4.9925, -2.5365)
H (1.0631, -3.0059, 4.0891)
H (-3.3761, 0.5766, 3.4817)
H (-0.3605, 6.1485, -1.4910)
H (4.2804, -3.3933, -0.2884)
H (1.0612, 2.0625, -4.5520)
H (1.9801, -6.1307, -4.5611)
H (-1.7297, -2.6825, 1.7812)
H (5.4277, -0.8481, -4.0305)
H (-6.8954, 4.1434, 7.2767)
H (-1.0423, -2.1815, -5.3525)
H (-0.4718, 3.7818, -0.8500)
H (5.5764, -2.8138, -2.2578)
H (1.8566, -1.5829, -2.7913)
H (-3.8440, -4.9956, 3.0444)
H (0.3414, 7.6156, -0.9493)
H (2.2850, 2.8076, 0.2451)
H (-4.1142, -3.6276, 0.2377)
H (-2.4138, 2.2041, 6.3181)
H (0.5062, -5.1067, -2.2403)
H (2.7603, -6.7549, -2.9957)
H (5.2650, 1.7570, 1.1923)